Density functional theory data (wB97M-V/def2-TZVPD) for 2 unconnected molecules or ions with the total composition C6H7F.

- ΔE to the lowest compared entry with this formula, charge and spin (kcal per mole) = 126.41
- gap between HOMO and LUMO (spin up / spin down) (eV) = 7.8 / 7.1
- HOMO level (spin up / spin down) (eV) = -7.825 / -7.802
- molar mass (g mol⁻¹) = 98.12

Structure (ORCA input):
```
! wB97M-V def2-TZVPD RIJCOSX def2/J DEFGRID3
* xyz 0 1
H -2.24 -0.48 1.71
C -1.61 -0.53 0.81
H -0.49 -0.98 -1.63
H 0.65 2.00 0.34
H -2.93 -1.99 -0.07
F 2.75 2.64 0.76
H 3.33 0.77 1.03
H 2.89 1.25 -0.67
C -0.58 0.23 0.69
C -1.37 -1.55 -1.43
C 0.49 0.88 0.48
C 2.76 1.41 0.34
C -2.09 -1.31 -0.28
H -1.55 -2.34 -2.08
*
```

Atom charges from the Löwdin analysis, given in e for atoms 1 to 6:
1. H 0.12
2. C -0.16
3. H 0.04
4. H 0.06
5. H 0.10
6. F 0.00